13
Properties=species:S:1:pos:R:3:forces:R:3 method="wB97M-V/def2-TZVPD" spin_multiplicity=3 de_lowest_ev=1.3301 molar_mass_da=113.1 charge=-1 homo_ev="-2.6 / -2.8" gap_ev="6.918 / 6.222" lumo_ev="4.304 / 3.443"
N 0.96728 -0.53408 0.45020 -0.25 -0.16 0.09
N -2.06418 0.56855 -0.42882 -0.80 0.58 1.66
H -1.30427 -1.32774 -0.12680 0.10 -0.03 0.13
C 2.51216 0.85986 -0.31486 0.60 -0.65 -0.02
H 3.37983 1.37350 -0.68851 0.03 0.07 -0.03
H -3.03231 -1.25095 -0.55606 -0.07 -0.19 0.12
O 1.35834 1.55792 -0.12590 0.85 0.33 -0.31
H 2.93067 -1.27391 0.02805 0.19 -0.01 -0.04
C 2.26715 -0.42513 0.04363 0.80 0.50 -0.39
O -2.70752 1.42569 0.22015 0.29 -0.09 -0.95
C -2.23536 -0.79812 0.04798 -0.07 -0.45 -0.78
H -2.51824 -0.84749 1.10458 0.22 0.27 -0.18
C 0.44645 0.67190 0.34635 -1.89 -0.16 0.70